{"formula": "C5H12NS", "method": "ωB97M-V with the def2-TZVPD basis set", "symbols": ["H", "C", "H", "H", "C", "H", "H", "C", "H", "C", "C", "N", "H", "H", "H", "H", "H", "H", "S"], "positions_angstrom": [[-2.0195, 0.3785, 1.0521], [-0.9903, 0.5127, 0.7083], [-0.4817, -0.3308, 2.5956], [-0.1242, -2.1268, 0.1484], [0.4449, 0.1340, -1.2820], [0.7220, 2.0070, -2.4629], [-1.4859, -2.1159, 1.2868], [-0.1512, -0.4568, 1.5547], [0.9002, -0.1763, 1.5173], [1.1164, 1.4790, -1.5867], [-0.4110, -1.9041, 1.1660], [-0.8994, 0.2235, -0.6990], [0.9954, 2.1134, -0.6970], [1.1521, -0.4265, -0.6796], [0.0370, -2.6024, 1.8804], [0.3432, -0.3676, -2.2427], [-0.6513, 1.5310, 0.9652], [-1.3999, 0.9020, -1.2593], [2.9031, 1.2261, -1.9657]], "forces_ev_per_angstrom": [[-0.18, 0.23, -0.22], [0.62, 0.12, 0.53], [0.19, 0.11, -0.09], [0.11, -0.13, -0.13], [-0.01, 0.89, -0.86], [-0.53, -0.22, 0.26], [0.11, 0.18, -0.36], [-0.46, 0.07, 0.10], [0.11, -0.18, -0.10], [0.88, -0.07, 0.31], [-0.56, -0.27, 0.81], [-0.11, -0.49, -0.43], [0.06, 0.13, -0.17], [-0.18, -0.18, 0.19], [0.42, 0.07, -0.24], [0.08, -0.39, -0.01], [-0.21, 0.02, 0.05], [-0.19, 0.01, 0.23], [-0.14, 0.07, 0.14]], "homo_lumo_gap_ev": 5.9491, "total_charge": -1, "smiles": "CCCNCC[S-]", "e_homo_ev": -2.3, "lumo_ha": 0.135, "e_above_lowest_ev": 0.377}

{"formula": "C33H27N6O3Sc", "method": "ωB97M-V with the def2-TZVPD basis set", "symbols": ["H", "C", "C", "C", "C", "C", "C", "H", "C", "N", "H", "N", "H", "C", "H", "C", "H", "H", "H", "Sc", "H", "C", "C", "C", "C", "H", "C", "C", "H", "C", "C", "O", "C", "H", "C", "C", "C", "C", "C", "C", "C", "H", "C", "H", "C", "H", "H", "H", "C", "N", "H", "O", "H", "N", "H", "H", "H", "O", "H", "N", "C", "C", "H", "H", "H", "C", "H", "N", "C", "C"], "positions_angstrom": [[1.9360, -1.8611, -5.3030], [1.7390, -0.1617, 3.7886], [-2.6672, 1.5922, 3.8285], [1.4681, -0.2287, 2.4109], [-0.2266, -1.7693, 2.7421], [2.0682, -1.2277, -4.4351], [-1.6632, 0.9412, 1.6136], [3.0737, 2.8537, -0.0968], [-0.9184, 3.7479, 4.0025], [1.8556, 0.3714, 0.1560], [-0.2331, 4.5842, 4.0715], [-2.4761, -0.0774, 1.5557], [-0.5592, -3.1009, -1.3434], [-2.1165, -1.6974, -3.7653], [3.2070, 0.2751, -5.4326], [-3.0576, -2.5928, -4.2256], [-1.8435, 4.1467, 5.8973], [-4.7380, -3.8566, -3.7417], [4.4180, 1.8912, 3.6898], [-0.1175, -0.4442, -0.2700], [4.0623, 3.7029, -2.1841], [3.0381, 2.2371, -0.9820], [-4.0033, -3.1570, -3.3631], [-3.1491, -1.3900, -0.1770], [-2.6961, 2.4235, 4.9376], [-3.4016, 2.2305, 5.7374], [2.3019, 0.2773, -2.1639], [3.5891, 2.7283, -2.1886], [-4.1183, -1.4056, 0.3194], [-1.7617, 1.8387, 2.7976], [0.9294, -0.9380, 4.6464], [-1.1834, -1.2276, -4.6422], [3.5441, 2.0115, -3.3461], [-4.7497, -3.1771, -1.3548], [2.8841, 0.7572, -3.3498], [3.3050, 1.2525, 1.9612], [-2.0533, -1.3513, -2.4004], [-3.0331, -1.9033, -1.5406], [-1.0598, 0.1958, -4.7078], [-0.0450, -1.7428, 4.1331], [-0.8874, 2.9166, 2.8896], [-2.0268, 0.6510, -4.9366], [2.4263, 1.0023, -0.9262], [0.8425, -2.4741, -3.1701], [2.2309, 0.5396, 1.4597], [-1.0123, -2.3765, 2.3067], [-3.0388, -2.8470, -5.2797], [3.9849, 2.3882, -4.2610], [3.5742, 1.3024, 3.3476], [1.5729, -0.8768, -2.1228], [3.0062, 0.7030, 5.3225], [-0.7565, 1.2180, 0.7182], [-0.6824, -2.3424, 4.7693], [-0.0797, -2.9093, -0.4684], [-0.6742, 0.6045, -3.7761], [-0.3646, 0.4031, -5.5170], [-3.3384, 0.7465, 3.7448], [-1.1246, -0.5347, -1.9627], [-0.1795, 3.0818, 2.0870], [-2.1816, -0.7988, 0.3986], [-3.9980, -2.7899, -2.0359], [1.4656, -1.5864, -3.2157], [0.8918, -3.1822, -0.5773], [1.0987, -0.8863, 5.7168], [-0.4945, -3.5116, 0.2315], [2.7578, -0.0546, -4.5012], [3.9634, 1.7736, 1.2852], [0.4904, -1.0517, 1.9108], [2.8067, 0.6417, 4.2596], [-1.8214, 3.5017, 5.0271]], "forces_ev_per_angstrom": [[0.01, 0.02, 0.05], [0.02, -0.02, 0.10], [-0.01, 0.01, -0.01], [-0.16, -0.19, -0.15], [-0.01, 0.01, 0.01], [-0.04, -0.10, -0.05], [0.04, 0.31, -0.06], [0.02, 0.04, -0.05], [-0.01, -0.05, -0.04], [0.07, 0.09, 0.04], [-0.02, -0.03, -0.01], [-0.09, -0.08, -0.02], [-0.01, -0.06, -0.01], [-0.04, -0.18, -0.04], [-0.02, -0.01, 0.05], [-0.11, -0.13, -0.01], [-0.01, -0.01, -0.02], [0.04, 0.05, 0.01], [-0.02, -0.01, -0.05], [1.24, -0.75, -0.19], [-0.01, -0.01, 0.03], [0.12, 0.16, -0.12], [0.08, 0.03, -0.04], [-0.15, -0.25, -0.40], [0.01, -0.02, -0.02], [0.03, 0.01, -0.03], [-0.08, -0.16, 0.07], [-0.05, 0.04, 0.21], [-0.07, -0.01, -0.02], [0.12, 0.00, -0.02], [0.03, 0.02, 0.09], [0.14, 0.19, -0.22], [-0.01, -0.10, -0.09], [0.05, 0.01, -0.04], [0.01, 0.00, -0.12], [0.07, 0.12, 0.25], [-0.07, 0.22, 0.36], [-0.16, 0.05, 0.26], [0.03, 0.04, -0.09], [-0.05, -0.05, 0.05], [0.03, 0.05, 0.08], [-0.02, -0.02, 0.00], [0.01, -0.17, 0.22], [0.03, 0.02, -0.01], [0.00, -0.13, -0.29], [0.00, -0.01, 0.01], [-0.01, 0.01, 0.05], [-0.02, -0.02, 0.02], [0.07, 0.06, -0.20], [0.16, 0.20, 0.03], [-0.02, -0.02, -0.04], [-0.62, 0.03, 0.58], [0.03, 0.02, -0.03], [0.07, 0.30, -0.08], [-0.01, 0.00, -0.05], [0.00, -0.02, -0.05], [0.03, 0.05, 0.01], [-0.46, -0.20, -0.68], [-0.04, 0.00, 0.03], [-0.17, 0.29, 0.53], [-0.06, -0.02, 0.02], [-0.07, -0.03, -0.04], [0.01, 0.01, 0.01], [0.00, 0.00, -0.05], [-0.01, 0.04, 0.08], [0.09, 0.11, -0.03], [0.04, 0.01, 0.06], [0.10, 0.31, 0.12], [-0.09, -0.05, 0.03], [-0.01, -0.03, -0.02]], "homo_lumo_gap_ev": 6.9178, "e_homo_ev": -6.8, "lumo_ha": 0.005, "e_above_lowest_ev": 0.577}

Number 1: DFT total energy -17705.414 eV. Number 2: DFT total energy -70448.695 eV.